[1]
ORCA calculation (ωB97M-V with the def2-TZVPD basis set) on C12H30BeN2O6 as an isolated structure in a non-equilibrium geometry.

Element x y z (Å)
O (-0.352, 0.007, 1.421)
O (0.683, 1.375, -0.587)
O (3.900, 0.644, -0.755)
O (0.503, -0.244, -1.896)
O (3.676, -0.579, -2.666)
O (-1.760, 0.304, 0.682)
N (-0.559, -1.878, -0.637)
N (-0.750, 1.893, -1.554)
C (-2.590, -0.471, 1.448)
C (2.871, -1.645, -2.143)
C (-0.298, -2.350, 0.658)
C (0.031, 0.820, 2.483)
C (-1.577, 2.340, -0.501)
C (3.137, 0.981, 0.409)
C (0.392, -1.275, 1.513)
C (1.715, 1.746, 0.322)
C (1.217, -1.454, -2.256)
C (-2.540, 1.300, 0.056)
C (0.338, -3.732, 0.573)
C (-2.290, 3.480, -1.085)
Be (-0.410, 0.132, -0.526)
H (1.379, -3.805, 0.256)
H (-0.559, 1.737, 2.494)
H (-2.829, 3.495, -2.033)
H (3.835, 1.513, 1.055)
H (-1.602, 4.321, -1.164)
H (-2.994, 3.905, -0.370)
H (1.369, 1.685, 1.354)
H (1.409, -1.174, 1.132)
H (-0.165, 2.697, -1.733)
H (-0.914, 2.705, 0.283)
H (1.082, -1.569, -3.332)
H (-3.188, 0.911, -0.729)
H (-1.316, -2.409, 1.044)
H (0.051, -2.333, -1.301)
H (1.088, 1.084, 2.445)
H (3.096, -1.717, -1.078)
H (-1.435, -2.233, -0.994)
H (2.998, 0.044, 0.948)
H (-0.157, 0.293, 3.418)
H (-0.202, -4.390, -0.108)
H (0.440, -1.553, 2.565)
H (3.174, -2.621, -2.521)
H (-2.128, -1.217, 2.095)
H (-3.160, -1.082, 0.747)
H (0.737, -2.313, -1.786)
H (-3.251, 0.140, 2.063)
H (-3.081, 1.826, 0.842)
H (0.275, -4.116, 1.590)
H (-1.306, 1.992, -2.392)
H (2.021, 2.789, 0.247)

Atoms 1-3, force components in eV/Å:
13.201 -5.791 6.085
6.570 0.844 7.661
-1.123 1.570 2.499

## Properties
- total charge = -2
- frontier orbital gap (eV) = 1.708
- electronic energy (a.u.) = -1050.1326
- E_LUMO (eV) = 4.2
- max |F| (eV/A) = 15.6


[2]
ORCA calculation (ωB97M-V with the def2-TZVPD basis set) on C12H30BrN2O4Sr as an isolated structure in a non-equilibrium geometry.

Element x y z (Å)
Sr (-1.642, -0.160, 1.519)
Br (0.380, -0.472, 0.472)
O (-4.199, -1.043, 1.860)
O (0.078, -0.869, -2.416)
O (4.832, -0.680, -1.148)
O (-0.154, 1.737, 2.043)
N (-2.710, 1.096, 3.087)
N (2.621, -0.277, -3.031)
C (0.707, 2.534, 1.187)
C (1.705, 0.072, -4.084)
C (-3.576, 0.139, 3.890)
C (3.816, 0.581, -3.060)
C (-5.284, -1.642, 1.098)
C (-4.699, -0.515, 3.105)
C (5.817, -1.730, -0.760)
C (-1.705, 1.712, 3.899)
C (5.018, -0.358, -2.582)
C (-0.825, 2.565, 3.050)
C (0.515, -0.899, -3.861)
C (-0.930, -1.807, -2.061)
H (-1.077, 1.009, 4.446)
H (5.918, -2.582, -1.433)
H (2.932, -1.099, -3.529)
H (-1.383, 3.343, 2.529)
H (3.781, 1.579, -2.624)
H (-4.818, -2.099, 0.225)
H (1.279, 1.075, -4.106)
H (-1.123, -1.839, -0.988)
H (1.457, 3.079, 1.760)
H (-2.200, 2.370, 4.613)
H (4.038, 0.816, -4.101)
H (4.925, -1.303, -3.117)
H (-1.853, -1.361, -2.431)
H (0.112, 3.292, 0.677)
H (6.767, -1.337, -0.398)
H (-5.199, -1.282, 3.695)
H (-3.332, 1.740, 2.621)
H (0.662, -1.939, -4.151)
H (-0.642, -2.799, -2.410)
H (6.004, 0.098, -2.663)
H (2.171, -0.026, -5.064)
H (-0.134, 3.034, 3.750)
H (-6.102, -0.957, 0.873)
H (1.206, 1.947, 0.416)
H (-2.930, -0.535, 4.452)
H (5.353, -2.331, 0.022)
H (-5.795, -2.480, 1.572)
H (-5.390, 0.319, 2.977)
H (-0.273, -0.436, -4.454)
H (-4.121, 0.721, 4.633)

Atoms 1-3, force components in eV/Å:
-5.271 -1.368 0.844
7.249 -1.877 -3.260
-1.430 -0.072 0.423

## Properties
- total charge = +1
- frontier orbital gap (eV) = 7.549
- ΔE to the lowest compared entry with this formula, charge and spin (kcal per mole) = 162.85
- electronic energy (a.u.) = -3490.0471
- E_LUMO (eV) = -3.1
- max |F| (eV/A) = 8.2


[3]
ORCA calculation (ωB97M-V with the def2-TZVPD basis set) on C12H30F2N3O8S2Sn as an isolated structure in a non-equilibrium geometry.

Element x y z (Å)
Sn (0.240, -0.094, 0.452)
S (3.369, 0.171, -2.424)
S (2.029, 2.180, -2.021)
F (0.511, 2.361, -1.394)
F (4.152, -0.778, -1.425)
O (2.663, 3.384, -1.613)
O (2.811, -0.730, -3.370)
O (0.761, 2.550, 1.664)
O (1.727, 2.088, -3.415)
O (4.348, 1.106, -2.828)
O (1.918, -1.863, 1.587)
O (-2.681, -1.021, 0.676)
O (-1.305, -0.449, -1.778)
N (-2.018, 1.833, 1.413)
N (2.304, 0.806, -1.304)
N (0.953, -1.959, -1.209)
C (2.431, -1.977, 2.902)
C (2.045, 3.110, 1.355)
C (-3.434, -2.097, 0.091)
C (-1.463, 2.912, 2.259)
C (-3.432, -0.151, 1.507)
C (0.039, -2.283, -2.329)
C (-0.639, -1.040, -2.861)
C (-0.246, 3.555, 1.641)
C (-2.562, 0.783, 2.313)
C (-2.274, 0.520, -2.156)
C (2.286, -2.912, 0.726)
C (1.288, -3.150, -0.409)
H (-3.362, 1.276, 2.898)
H (2.297, -1.102, 3.544)
H (0.361, -2.971, -3.121)
H (-1.726, 1.388, -2.527)
H (1.810, -3.962, -0.943)
H (1.827, -1.776, -1.718)
H (-1.159, 2.535, 3.234)
H (-2.214, 3.701, 2.385)
H (-0.744, -2.966, -1.949)
H (2.578, 3.367, 2.273)
H (-2.877, 0.801, -1.291)
H (-0.451, 3.885, 0.614)
H (0.018, 4.482, 2.159)
H (2.202, -3.889, 1.215)
H (-1.849, 0.380, 3.027)
H (-3.499, -1.845, -0.969)
H (0.143, -0.393, -3.281)
H (3.493, -2.202, 2.983)
H (2.060, 3.870, 0.579)
H (0.358, -3.675, -0.157)
H (-3.960, -0.781, 2.242)
H (-4.267, 0.279, 0.942)
H (3.259, -2.777, 0.258)
H (1.823, -2.732, 3.412)
H (-3.037, 0.171, -2.859)
H (-2.907, -3.036, 0.219)
H (-2.846, 2.187, 0.949)
H (-1.370, -1.286, -3.634)
H (2.654, 2.292, 0.951)
H (-4.437, -2.076, 0.515)

Atoms 1-3, force components in eV/Å:
-0.053 0.181 -1.448
1.588 -1.122 0.859
-3.240 3.760 -1.316

## Properties
- total charge = +1
- frontier orbital gap (eV) = 8.820
- ΔE to the lowest compared entry with this formula, charge and spin (kcal per mole) = 0.00
- electronic energy (a.u.) = -2451.4666
- E_LUMO (eV) = -4.0
- max |F| (eV/A) = 5.1


[4]
ORCA calculation (ωB97M-V with the def2-TZVPD basis set) on C12H30F6K3N3O18S6 as an isolated structure in a non-equilibrium geometry.

Element x y z (Å)
K (-3.368, 11.722, 12.912)
K (-6.451, 10.040, 13.736)
K (-7.111, 9.541, 18.841)
S (-6.437, 11.763, 10.205)
S (-3.809, 9.385, 16.088)
S (-6.527, 13.446, 12.083)
S (-9.521, 9.185, 15.317)
S (-4.360, 11.721, 16.687)
S (-9.058, 11.530, 15.889)
F (-5.825, 10.309, 9.968)
F (-3.883, 8.492, 14.766)
F (-8.501, 12.778, 15.069)
F (-4.979, 12.906, 15.868)
F (-8.768, 8.325, 14.174)
F (-5.911, 13.459, 13.546)
O (-4.865, 8.854, 16.886)
O (-8.805, 8.682, 16.455)
O (-5.410, 11.400, 17.591)
O (-10.335, 12.038, 16.236)
O (-0.957, 13.482, 19.086)
O (-3.117, 12.244, 17.128)
O (-2.472, 9.186, 16.508)
O (-8.124, 11.335, 16.941)
O (-4.259, 15.579, 17.174)
O (-7.827, 11.537, 10.134)
O (-6.211, 8.093, 11.660)
O (-5.918, 14.563, 11.469)
O (-0.323, 11.093, 20.942)
O (-6.120, 7.111, 14.377)
O (-5.832, 12.596, 9.234)
O (-6.037, 16.515, 19.558)
O (-7.934, 13.420, 12.243)
O (-10.875, 8.877, 15.111)
N (-4.212, 10.720, 15.329)
N (-5.894, 11.945, 11.712)
N (-8.992, 10.595, 14.591)
C (-0.625, 14.018, 20.340)
C (-0.529, 9.899, 21.638)
C (-6.033, 6.246, 13.269)
C (-4.388, 15.138, 18.512)
C (-0.368, 12.229, 18.811)
C (-0.874, 11.072, 19.643)
C (-7.405, 16.789, 19.740)
C (-6.346, 6.410, 15.580)
C (-5.772, 15.215, 19.090)
C (-4.631, 16.901, 16.925)
C (-7.483, 7.722, 11.153)
C (-5.447, 6.970, 12.092)
H (0.719, 12.332, 18.935)
H (-5.694, 17.087, 17.115)
H (-4.102, 14.084, 18.464)
H (-5.497, 5.315, 13.489)
H (-4.522, 7.471, 12.392)
H (0.458, 14.017, 20.525)
H (-4.423, 17.158, 15.885)
H (-7.944, 15.924, 20.153)
H (-1.972, 11.055, 19.673)
H (-7.887, 16.999, 18.777)
H (-3.639, 15.595, 19.169)
H (-5.251, 6.287, 11.260)
H (-7.224, 5.764, 15.468)
H (0.202, 9.777, 22.436)
H (-4.066, 17.641, 17.513)
H (-0.579, 12.005, 17.766)
H (-7.950, 8.625, 10.758)
H (-8.144, 7.307, 11.916)
H (-1.055, 13.461, 21.179)
H (-1.539, 9.836, 22.069)
H (-7.523, 17.619, 20.429)
H (-6.500, 7.147, 16.360)
H (-5.846, 14.506, 19.941)
H (-0.550, 10.155, 19.125)
H (-7.068, 5.932, 13.058)
H (-0.438, 9.005, 21.003)
H (-6.562, 14.797, 18.448)
H (-5.475, 5.808, 15.869)
H (-7.393, 7.012, 10.324)
H (-1.020, 15.034, 20.352)

Atoms 1-3, force components in eV/Å:
-0.032 0.318 -0.138
-0.370 -0.426 -0.164
0.022 0.274 -0.781

## Properties
- total charge = 0
- frontier orbital gap (eV) = 8.352
- electronic energy (a.u.) = -6781.9260
- E_LUMO (eV) = -1.0
- max |F| (eV/A) = 5.6


[5]
ORCA calculation (ωB97M-V with the def2-TZVPD basis set) on a 3-piece molecular cluster, C12H30FNO6S overall in a non-equilibrium geometry.

Element x y z (Å)
S (-4.301, 1.197, -3.202)
F (-5.001, -0.130, -2.764)
O (-4.145, 1.210, -4.596)
O (-0.658, 1.423, 3.906)
O (-2.935, 1.010, -1.075)
O (3.721, -2.282, -0.003)
O (-5.020, 2.252, -2.644)
O (-0.620, 0.398, -2.643)
N (-2.781, 1.172, -2.452)
C (2.463, 0.978, -2.578)
C (1.377, -1.861, 0.571)
C (2.379, -2.656, -0.250)
C (4.181, -2.464, 1.324)
C (-2.995, 1.291, 4.665)
C (-1.930, 0.081, -2.976)
C (0.238, 0.507, -3.786)
C (-0.894, 0.997, 2.577)
C (-1.165, 2.135, 1.609)
C (1.383, 1.467, -3.560)
C (-1.724, 2.113, 4.532)
C (4.146, -3.908, 1.794)
H (2.390, 1.508, -1.636)
H (4.671, -4.553, 1.089)
H (-2.112, 2.632, 1.826)
H (3.125, -4.280, 1.884)
H (1.458, -2.081, 1.637)
H (2.252, -3.735, -0.105)
H (1.849, 1.563, -4.537)
H (0.653, -0.482, -3.978)
H (2.414, -0.093, -2.429)
H (3.426, 1.241, -3.000)
H (-1.699, 0.253, 2.551)
H (4.619, -3.997, 2.773)
H (-0.302, 0.876, -4.654)
H (-2.084, -0.015, -4.046)
H (5.212, -2.110, 1.327)
H (-3.299, 0.124, -0.897)
H (-1.360, 2.375, 5.526)
H (2.203, -2.462, -1.309)
H (-1.216, 1.755, 0.589)
H (3.627, -1.818, 2.014)
H (-0.379, 2.889, 1.667)
H (-2.784, 0.338, 5.153)
H (0.016, 0.485, 2.259)
H (-3.440, 1.073, 3.693)
H (1.000, 2.446, -3.296)
H (1.559, -0.793, 0.442)
H (-2.213, -0.873, -2.522)
H (-1.926, 3.057, 4.013)
H (-3.735, 1.832, 5.255)
H (0.356, -2.086, 0.261)

Atoms 1-3, force components in eV/Å:
0.638 1.854 -0.107
0.291 -0.446 0.121
0.626 -1.141 -1.085

## Properties
- total charge = 0
- SMILES string = CCCOCN(O)S(=O)(=O)F.CCOCC.CCOCC
- frontier orbital gap (eV) = 9.930
- electronic energy (a.u.) = -1479.3278
- E_LUMO (eV) = 0.3
- max |F| (eV/A) = 2.1


[6]
ORCA calculation (ωB97M-V with the def2-TZVPD basis set) on a 5-piece molecular cluster, C12H30IN5O6P overall in a non-equilibrium geometry.

Element x y z (Å)
I (0.136, -1.019, -0.817)
P (-2.362, -1.022, -0.646)
O (3.764, 1.320, -0.369)
O (2.260, 1.568, 4.919)
O (-3.146, 0.680, 1.635)
O (-2.809, 0.646, -0.418)
O (2.976, -3.018, -2.281)
O (-5.194, -1.238, -1.510)
N (-3.732, 0.804, 0.547)
N (4.535, -0.375, 0.889)
N (0.157, 1.123, 4.265)
N (-6.337, -0.367, -3.237)
N (3.682, -1.052, -3.109)
C (4.068, 1.785, 1.961)
C (0.573, 3.096, 5.669)
C (-1.269, 1.333, 4.168)
C (-7.482, -0.665, -1.085)
C (-6.251, -0.784, -1.941)
C (3.612, -2.415, -3.141)
C (1.073, 1.884, 4.933)
C (4.334, -3.126, -4.252)
C (4.973, -1.028, 2.100)
C (4.375, -0.177, -4.024)
C (-7.483, 0.190, -3.917)
C (4.105, 0.912, 0.738)
H (5.405, -2.912, -4.198)
H (5.104, 0.403, -3.454)
H (-2.997, -1.461, -1.895)
H (1.410, 3.604, 6.153)
H (4.935, -0.369, 2.968)
H (4.327, -1.892, 2.272)
H (3.642, 0.502, -4.466)
H (-1.600, 2.219, 4.712)
H (3.931, -2.812, -5.219)
H (5.074, 1.884, 2.379)
H (3.389, 1.358, 2.704)
H (4.888, -0.722, -4.818)
H (5.999, -1.370, 1.949)
H (-2.800, -1.921, 0.391)
H (-8.358, 0.263, -3.270)
H (0.105, 3.791, 4.967)
H (-1.525, 1.439, 3.112)
H (-5.472, -0.476, -3.755)
H (0.562, 0.324, 3.793)
H (-0.142, 2.796, 6.440)
H (4.534, -0.905, 0.025)
H (4.192, -4.205, -4.152)
H (-7.785, 0.383, -1.012)
H (-7.268, -1.034, -0.079)
H (3.174, -0.639, -2.335)
H (3.706, 2.780, 1.693)
H (-1.770, 0.451, 4.574)
H (-7.716, -0.451, -4.770)
H (-7.214, 1.185, -4.277)
H (-8.291, -1.266, -1.509)

Atoms 1-3, force components in eV/Å:
-1.861 -0.231 0.108
1.042 1.441 -1.138
-0.226 -0.192 -0.079

## Properties
- total charge = +1
- frontier orbital gap (eV) = 5.913
- electronic energy (a.u.) = -1839.1736
- E_LUMO (eV) = -5.5
- max |F| (eV/A) = 6.6


[7]
ORCA calculation (ωB97M-V with the def2-TZVPD basis set) on C12H30KN2O4S as an isolated structure in a non-equilibrium geometry.

Element x y z (Å)
K (-0.413, 0.766, 0.791)
S (1.004, 3.669, 1.126)
O (1.654, 2.409, 0.668)
O (-0.478, 3.458, 1.094)
O (1.277, 4.823, 0.266)
O (1.313, 3.960, 2.534)
N (1.330, -1.458, 1.654)
N (-1.972, 0.715, -1.941)
C (2.629, -0.875, 1.324)
C (0.904, -2.433, -0.606)
C (-1.731, 3.221, -1.876)
C (1.293, -0.548, 3.982)
C (-0.098, -0.345, -3.249)
C (-2.822, -0.462, -1.834)
C (-3.628, -0.451, -0.521)
C (-1.201, 0.705, -3.180)
C (1.116, -1.760, 3.079)
C (3.825, -1.612, 1.952)
C (0.947, -2.653, 0.906)
C (-2.631, 1.981, -1.729)
H (0.123, -2.195, 3.193)
H (0.153, -3.097, -1.043)
H (-3.528, -0.519, -2.678)
H (-2.187, 4.130, -1.486)
H (1.823, -2.640, -1.154)
H (3.804, -2.697, 1.808)
H (-1.864, 0.625, -4.053)
H (0.587, -1.418, -0.848)
H (2.727, -1.001, 0.244)
H (-2.270, -1.403, -1.874)
H (1.623, -3.489, 1.156)
H (-3.483, 2.202, -2.396)
H (-4.320, 0.392, -0.581)
H (0.762, -0.112, -2.617)
H (-0.687, 3.167, -1.573)
H (-0.665, 1.647, -3.275)
H (1.816, -2.545, 3.406)
H (3.889, -1.482, 3.035)
H (-3.053, -0.199, 0.375)
H (-0.045, -3.000, 1.198)
H (-4.201, -1.366, -0.386)
H (2.630, 0.195, 1.533)
H (1.041, -0.958, 4.971)
H (2.315, -0.198, 4.133)
H (-1.677, 3.503, -2.944)
H (-0.454, -1.339, -2.979)
H (4.792, -1.275, 1.572)
H (-3.036, 2.072, -0.720)
H (0.388, -0.434, -4.225)
H (0.679, 0.325, 3.770)

Atoms 1-3, force components in eV/Å:
0.353 0.971 -0.053
-1.616 1.702 1.222
0.438 -0.900 -0.399

## Properties
- total charge = -1
- frontier orbital gap (eV) = 4.842
- ΔE to the lowest compared entry with this formula, charge and spin (kcal per mole) = 8.00
- electronic energy (a.u.) = -1883.8731
- E_LUMO (eV) = 1.8
- max |F| (eV/A) = 2.6


[8]
ORCA calculation (ωB97M-V with the def2-TZVPD basis set) on C12H30N2NaO4 as an isolated structure in a non-equilibrium geometry.

Element x y z (Å)
Na (3.879, -1.479, -22.053)
O (4.922, 0.751, -25.991)
O (1.304, -0.256, -16.723)
O (1.802, -2.642, -22.827)
O (4.891, -3.744, -21.433)
N (4.037, -1.485, -24.481)
N (3.388, -2.002, -19.383)
C (5.279, 1.511, -24.838)
C (5.598, -0.528, -26.014)
C (0.575, -2.695, -22.130)
C (3.714, -3.451, -19.130)
C (3.285, -2.707, -24.739)
C (5.320, -1.621, -24.994)
C (2.587, -0.636, -17.259)
C (2.307, -1.489, -18.521)
C (1.844, -2.637, -24.209)
C (4.992, -3.918, -19.929)
C (6.185, -3.978, -22.059)
C (1.537, 0.708, -15.714)
H (1.528, -1.138, -19.198)
H (4.058, -3.729, -18.134)
H (6.133, -1.528, -24.274)
H (4.255, -1.511, -19.215)
H (-0.087, -3.286, -22.761)
H (2.145, 0.294, -14.910)
H (6.504, -5.013, -21.933)
H (1.728, -2.345, -18.177)
H (5.384, -2.588, -25.492)
H (3.939, -3.432, -24.254)
H (1.928, 1.549, -16.287)
H (0.136, -1.700, -22.203)
H (0.757, -3.081, -21.127)
H (4.745, 2.461, -24.863)
H (5.103, 1.112, -23.839)
H (2.863, -4.118, -19.269)
H (3.101, -1.266, -16.533)
H (5.139, -4.968, -19.673)
H (5.820, -3.239, -19.725)
H (0.585, 0.982, -15.259)
H (6.275, 1.953, -24.795)
H (1.326, -3.511, -24.604)
H (6.209, -3.694, -23.111)
H (3.122, -2.799, -25.813)
H (1.276, -1.769, -24.545)
H (6.980, -3.354, -21.650)
H (3.609, -0.715, -24.975)
H (5.428, -0.887, -27.028)
H (3.060, 0.294, -17.573)
H (6.678, -0.386, -25.967)

Atoms 1-3, force components in eV/Å:
-0.338 -0.652 -0.162
0.605 -1.183 2.017
1.307 -0.194 0.522

## Properties
- total charge = +2
- frontier orbital gap (alpha / beta) (eV) = 8.775 / 2.442
- ΔE to the lowest compared entry with this formula, charge and spin (kcal per mole) = 34.66
- electronic energy (a.u.) = -1047.2272
- E_LUMO (alpha / beta) (eV) = -5.8 / -12.1
- multiplicity = 2
- max |F| (eV/A) = 3.2